# 1
Computed, not measured: C16H19N7O3S2 in the gas phase at a distorted geometry, with ωB97M-V/def2-TZVPD.

Computed properties:
M, u: 421.51
SMILES: CCc1nc(SCC(=O)Nc2nnc(CC)s2)c2c(=O)n(C)c(=O)n(C)c2n1
Kohn-Sham gap, eV: 8.650
Calculated total energy, Eh: -2026.6007
F_max, Eh/bohr: 0.0314
E_HOMO, eV: -8.86
Lowest unoccupied orbital energy, eV: -0.210
ΔE to the lowest compared entry with this formula, charge and spin, kJ/mol: 0.0

Last column: natural (NBO) charge in e.
Geometry (Å):
1 C -1.15 -1.60 -2.53  -0.63
2 C 0.30 -1.98 -2.28  -0.45
3 C 1.08 -0.98 -1.48  0.51
4 N 0.63 0.26 -1.38  -0.59
5 C 1.37 1.15 -0.70  0.16
6 S 0.90 2.81 -0.58  0.42
7 C -0.57 2.86 -1.69  -0.64
8 C -1.83 2.48 -0.95  0.68
9 O -2.70 3.26 -0.63  -0.59
10 N -1.90 1.14 -0.70  -0.66
11 C -2.94 0.56 -0.04  0.22
12 N -3.01 -0.71 0.19  -0.33
13 N -4.11 -1.06 0.84  -0.27
14 C -4.90 -0.08 1.11  0.05
15 C -6.19 -0.21 1.83  -0.45
16 C -6.51 -1.65 2.19  -0.59
17 S -4.30 1.48 0.55  0.39
18 C 2.56 0.75 -0.08  -0.32
19 C 3.37 1.68 0.67  0.68
20 O 3.05 2.85 0.82  -0.59
21 N 4.51 1.14 1.22  -0.45
22 C 5.39 2.00 1.99  -0.42
23 C 4.91 -0.18 1.08  0.80
24 O 5.93 -0.59 1.59  -0.60
25 N 4.09 -1.02 0.35  -0.41
26 C 4.52 -2.40 0.22  -0.42
27 C 2.94 -0.59 -0.23  0.49
28 N 2.20 -1.44 -0.94  -0.53
29 H -1.61 -2.37 -3.16  0.22
30 H -1.22 -0.65 -3.05  0.20
31 H -1.71 -1.55 -1.60  0.24
32 H 0.37 -2.94 -1.76  0.23
33 H 0.83 -2.09 -3.23  0.23
34 H -0.64 3.90 -2.02  0.26
35 H -0.38 2.20 -2.52  0.25
36 H -1.11 0.55 -1.00  0.46
37 H -6.98 0.20 1.20  0.22
38 H -6.15 0.41 2.73  0.22
39 H -7.46 -1.71 2.72  0.21
40 H -6.56 -2.26 1.30  0.22
41 H -5.72 -2.06 2.83  0.22
42 H 6.36 2.07 1.51  0.22
43 H 5.53 1.57 2.99  0.22
44 H 4.92 2.98 2.06  0.24
45 H 3.80 -2.91 -0.42  0.25
46 H 5.52 -2.43 -0.22  0.22
47 H 4.56 -2.86 1.20  0.22

---

# 2
Computed, not measured: C5H5NO in the gas phase at a distorted geometry, with ωB97M-V/def2-TZVPD.

Computed properties:
M, u: 95.10
SMILES: C#C[C@@H](C#N)CO
Kohn-Sham gap, eV: 11.292
Calculated total energy, Eh: -323.4178
F_max, Eh/bohr: 0.0401
E_HOMO, eV: -10.75
Lowest unoccupied orbital energy, eV: 0.545
ΔE to the lowest compared entry with this formula, charge and spin, kJ/mol: 267.6

Last column: natural (NBO) charge in e.
Geometry (Å):
1 C 0.98 2.19 -0.21  -0.20
2 C 0.67 1.03 -0.21  -0.01
3 C 0.33 -0.39 -0.22  -0.42
4 C 1.42 -1.19 0.34  0.27
5 N 2.30 -1.93 0.18  -0.27
6 C -1.03 -0.71 0.40  -0.03
7 O -2.06 -0.11 -0.34  -0.70
8 H 1.27 3.22 -0.19  0.25
9 H 0.31 -0.75 -1.26  0.28
10 H -1.03 -0.41 1.46  0.17
11 H -1.19 -1.79 0.35  0.20
12 H -1.94 0.85 -0.27  0.47

---

# 3
Computed, not measured: C2H5NS2 in the gas phase at a distorted geometry, with ωB97M-V/def2-TZVPD.

Computed properties:
M, u: 107.20
SMILES: CC(=S)NS
Kohn-Sham gap, eV: 8.022
Calculated total energy, Eh: -930.2145
F_max, Eh/bohr: 0.1198
E_HOMO, eV: -8.22
Lowest unoccupied orbital energy, eV: -0.201
ΔE to the lowest compared entry with this formula, charge and spin, kJ/mol: 328.1

Last column: natural (NBO) charge in e.
Geometry (Å):
1 C 0.43 1.19 -0.08  -0.71
2 C 0.70 -0.31 -0.11  0.10
3 S 2.34 -0.70 -0.32  -0.20
4 N -0.14 -1.24 0.21  -0.65
5 S -1.72 -0.50 -0.44  0.11
6 H 1.41 1.81 0.47  0.28
7 H -0.60 1.43 0.66  0.23
8 H 0.20 1.42 -1.18  0.25
9 H 0.15 -2.17 0.13  0.42
10 H -2.77 -0.93 0.66  0.17

---

# 4
Computed, not measured: C2H4N2O2 in the gas phase at a distorted geometry, with ωB97M-V/def2-TZVPD.

Computed properties:
M, u: 88.07
SMILES: NC(=O)NC=O
Kohn-Sham gap, eV: 10.983
Calculated total energy, Eh: -338.6387
F_max, Eh/bohr: 0.0263
E_HOMO, eV: -10.36
Lowest unoccupied orbital energy, eV: 0.623
ΔE to the lowest compared entry with this formula, charge and spin, kJ/mol: 38.2

Last column: natural (NBO) charge in e.
Geometry (Å):
1 N -0.56 -1.70 -0.44  -0.83
2 C -0.69 -0.36 -0.20  0.79
3 O -1.75 0.23 -0.26  -0.62
4 N 0.51 0.31 0.12  -0.69
5 C 0.64 1.64 0.40  0.54
6 O 1.76 2.05 0.63  -0.59
7 H -1.41 -2.22 -0.58  0.41
8 H 0.29 -2.20 -0.25  0.40
9 H 1.48 0.00 0.17  0.42
10 H -0.27 2.25 0.40  0.16

---

# 5
Computed, not measured: a molecular structure, C3H2CrO2 at a distorted geometry, with ωB97M-V/def2-TZVPD.

Computed properties:
M, u: 122.04
Kohn-Sham gap (alpha / beta), eV: 7.496 / 8.444
Total charge: +1
Calculated total energy, Eh: -1310.0421
F_max, Eh/bohr: 0.0951
E_HOMO (alpha / beta), eV: -13.11 / -14.09
Lowest unoccupied orbital energy (alpha / beta), eV: -5.611 / -5.648
2S+1: 6
<S²>: 8.752
ΔE to the lowest compared entry with this formula, charge and spin, kJ/mol: 106.4

Last column: Mulliken spin population.
Geometry (Å):
1 H -0.56 -1.32 -1.39  0.01
2 O -1.02 0.50 0.04  0.00
3 C -0.71 -0.61 0.38  0.02
4 C -0.44 -1.71 -0.27  0.01
5 Cr -0.95 2.48 0.59  4.96
6 H -0.80 -2.67 0.08  0.00
7 C 2.79 1.80 0.32  0.00
8 O 1.70 1.53 0.25  -0.01

---

# 6
Computed, not measured: 10 unconnected molecules or ions with the total composition C40H90F6O20 at a distorted geometry, with ωB97M-V/def2-TZVPD.

Computed properties:
M, u: 1005.13
SMILES: CCOC(=O)C(F)(F)F.CCOC(=O)C(F)(F)F.COCCOC.COCCOC.COCCOC.COCCOC.COCCOC.COCCOC.COCCOC.COCCOC
Kohn-Sham gap, eV: 9.733
Calculated total energy, Eh: -3681.5872
F_max, Eh/bohr: 0.0971
E_HOMO, eV: -9.22
Lowest unoccupied orbital energy, eV: 0.518

Last column: Mulliken charge in e.
Geometry (Å):
1 C -11.94 -16.04 -4.47  -0.97
2 C -13.43 -16.28 -4.63  0.31
3 O -13.64 -17.58 -4.12  -0.30
4 C -14.08 -18.57 -4.93  0.59
5 O -14.23 -18.41 -6.14  -0.63
6 C -14.14 -19.97 -4.28  0.76
7 F -13.03 -20.57 -4.67  -0.25
8 F -14.19 -19.97 -2.93  -0.28
9 F -15.24 -20.62 -4.67  -0.20
10 H -11.48 -16.21 -3.49  0.34
11 H -11.65 -15.03 -4.74  0.04
12 H -11.47 -16.64 -5.25  0.33
13 H -13.74 -16.08 -5.66  -0.15
14 H -14.07 -15.61 -4.07  0.36
15 C -12.60 -24.46 -12.28  -1.04
16 C -12.52 -24.90 -10.82  -0.22
17 O -13.61 -24.48 -10.03  -0.28
18 C -13.84 -23.19 -9.65  0.34
19 O -13.12 -22.23 -10.05  -0.55
20 C -14.96 -23.01 -8.60  0.87
21 F -14.54 -22.14 -7.72  -0.21
22 F -16.07 -22.43 -9.14  -0.25
23 F -15.33 -24.14 -8.07  -0.25
24 H -11.90 -25.05 -12.86  0.36
25 H -12.34 -23.40 -12.38  0.28
26 H -13.64 -24.52 -12.60  0.30
27 H -11.68 -24.46 -10.28  0.30
28 H -12.40 -25.98 -10.76  0.32
29 C -13.87 -12.05 -10.35  -0.95
30 O -14.14 -13.42 -10.32  -0.10
31 C -13.45 -14.18 -11.36  -0.34
32 C -13.73 -15.67 -11.24  -0.42
33 O -14.90 -16.21 -11.88  -0.19
34 C -15.22 -17.46 -11.25  -0.19
35 H -12.81 -11.85 -10.21  0.37
36 H -14.39 -11.48 -9.57  0.27
37 H -14.14 -11.66 -11.33  0.30
38 H -12.43 -13.80 -11.45  0.50
39 H -13.83 -13.77 -12.29  -0.03
40 H -13.57 -15.89 -10.19  0.21
41 H -12.82 -16.05 -11.71  0.28
42 H -14.56 -18.30 -11.42  0.45
43 H -16.23 -17.76 -11.54  -0.02
44 H -15.21 -17.44 -10.16  -0.10
45 C -27.61 -18.37 -9.45  -0.74
46 O -26.77 -18.71 -8.35  -0.41
47 C -25.53 -19.30 -8.63  -0.14
48 C -24.89 -19.91 -7.39  -0.47
49 O -23.80 -20.79 -7.69  -0.23
50 C -23.86 -21.84 -8.66  -0.83
51 H -27.26 -17.54 -10.07  0.24
52 H -28.63 -18.18 -9.12  0.30
53 H -27.77 -19.19 -10.14  0.32
54 H -24.86 -18.64 -9.18  0.10
55 H -25.68 -20.09 -9.36  0.47
56 H -25.53 -20.55 -6.80  0.39
57 H -24.55 -19.05 -6.81  0.19
58 H -24.62 -22.60 -8.46  0.37
59 H -22.94 -22.42 -8.58  0.21
60 H -23.88 -21.52 -9.70  0.33
61 C -18.23 -19.41 -3.29  -0.67
62 O -19.53 -19.56 -2.80  -0.40
63 C -20.26 -20.64 -3.24  -0.71
64 C -20.43 -20.80 -4.78  -0.41
65 O -21.10 -19.68 -5.26  -0.42
66 C -20.88 -19.37 -6.59  -0.49
67 H -18.30 -19.09 -4.33  0.21
68 H -17.68 -20.35 -3.34  0.37
69 H -17.58 -18.78 -2.69  0.33
70 H -21.25 -20.38 -2.88  0.31
71 H -19.99 -21.62 -2.83  0.41
72 H -20.97 -21.75 -4.87  0.37
73 H -19.51 -21.11 -5.28  0.34
74 H -21.51 -18.56 -6.95  0.24
75 H -21.13 -20.18 -7.27  0.27
76 H -19.86 -19.11 -6.91  0.21
77 C -18.02 -15.51 -12.97  -0.34
78 O -17.11 -15.03 -13.88  -0.29
79 C -16.67 -13.68 -13.74  -0.30
80 C -15.58 -13.34 -14.77  -0.78
81 O -16.17 -13.21 -16.05  -0.33
82 C -15.26 -13.14 -17.10  -0.77
83 H -17.74 -15.46 -11.92  0.23
84 H -18.40 -16.49 -13.22  0.16
85 H -18.84 -14.79 -13.06  0.10
86 H -16.17 -13.55 -12.78  0.17
87 H -17.50 -12.99 -13.78  0.42
88 H -14.84 -14.14 -14.77  0.36
89 H -15.10 -12.41 -14.46  0.48
90 H -14.58 -13.99 -17.15  0.30
91 H -14.71 -12.22 -16.93  0.31
92 H -15.65 -13.13 -18.12  0.27
93 C -21.63 -15.59 -13.65  -0.31
94 O -22.90 -15.36 -12.90  -0.44
95 C -22.69 -15.10 -11.56  -0.04
96 C -24.03 -15.04 -10.75  -0.52
97 O -23.68 -14.59 -9.43  -0.33
98 C -24.64 -14.91 -8.40  -0.46
99 H -21.12 -16.50 -13.32  -0.02
100 H -20.96 -14.75 -13.49  0.23
101 H -21.89 -15.71 -14.70  0.35
102 H -22.25 -14.11 -11.56  0.30
103 H -22.03 -15.82 -11.07  0.02
104 H -24.59 -15.98 -10.85  0.26
105 H -24.62 -14.24 -11.20  0.37
106 H -24.86 -15.98 -8.31  0.03
107 H -25.57 -14.37 -8.56  0.32
108 H -24.24 -14.56 -7.46  0.26
109 C -19.39 -22.40 -11.20  -0.47
110 O -20.05 -21.60 -12.20  -0.38
111 C -19.01 -21.09 -13.02  -0.41
112 C -19.74 -20.20 -14.01  -0.31
113 O -18.72 -19.56 -14.75  -0.34
114 C -19.21 -18.82 -15.88  -0.79
115 H -18.87 -23.21 -11.72  0.42
116 H -20.22 -22.82 -10.63  0.22
117 H -18.65 -21.83 -10.64  -0.01
118 H -18.58 -21.90 -13.61  0.61
119 H -18.22 -20.45 -12.63  0.16
120 H -20.41 -19.52 -13.48  0.01
121 H -20.34 -20.79 -14.71  0.41
122 H -20.09 -18.21 -15.67  0.28
123 H -19.49 -19.49 -16.69  0.36
124 H -18.36 -18.26 -16.27  0.27
125 C -21.89 -19.03 -10.06  -0.32
126 O -20.86 -18.06 -9.87  -0.46
127 C -19.72 -18.18 -10.67  0.89
128 C -18.55 -18.96 -9.96  -0.06
129 O -17.95 -18.17 -8.87  -0.12
130 C -16.98 -18.94 -8.10  -0.80
131 H -22.73 -19.07 -9.37  -0.32
132 H -21.41 -20.01 -10.05  0.21
133 H -22.27 -18.93 -11.08  0.47
134 H -19.40 -17.18 -10.96  0.06
135 H -20.03 -18.57 -11.64  -0.78
136 H -17.78 -19.17 -10.70  0.17
137 H -18.93 -19.91 -9.59  0.24
138 H -17.21 -20.00 -7.96  0.43
139 H -16.83 -18.57 -7.09  -0.02
140 H -16.02 -18.93 -8.61  0.31
141 C -12.14 -12.31 -5.28  -0.92
142 O -12.85 -13.31 -6.01  -0.17
143 C -14.05 -12.82 -6.61  -0.81
144 C -14.78 -13.90 -7.41  -0.11
145 O -15.57 -14.74 -6.51  -0.45
146 C -16.14 -15.87 -7.09  -0.44
147 H -12.65 -12.04 -4.35  0.31
148 H -11.99 -11.41 -5.87  0.38
149 H -11.15 -12.75 -5.15  0.27
150 H -13.80 -12.04 -7.33  0.26
151 H -14.76 -12.25 -6.01  0.37
152 H -14.07 -14.47 -8.00  0.07
153 H -15.51 -13.42 -8.06  0.58
154 H -16.56 -15.68 -8.08  0.28
155 H -16.87 -16.35 -6.44  0.28
156 H -15.29 -16.52 -7.25  0.12

---

# 7
Computed, not measured: C4H7N in the gas phase at a distorted geometry, with ωB97M-V/def2-TZVPD.

Computed properties:
M, u: 69.11
SMILES: [H]/N=C/C=C/C
Kohn-Sham gap, eV: 9.605
Calculated total energy, Eh: -211.2998
F_max, Eh/bohr: 0.0913
E_HOMO, eV: -9.05
Lowest unoccupied orbital energy, eV: 0.558
ΔE to the lowest compared entry with this formula, charge and spin, kJ/mol: 159.8

Last column: natural (NBO) charge in e.
Geometry (Å):
1 H 1.56 2.87 -1.51  0.34
2 N 1.17 1.93 -1.65  -0.61
3 C 1.06 1.32 -0.54  0.09
4 C 0.25 0.11 -0.50  -0.25
5 C -0.05 -0.55 0.73  -0.14
6 C -1.18 -1.55 0.68  -0.66
7 H 1.47 1.52 0.43  0.15
8 H -0.03 -0.20 -1.52  0.22
9 H 0.36 -0.10 1.66  0.21
10 H -1.35 -2.09 1.71  0.21
11 H -1.03 -2.20 -0.14  0.23
12 H -2.21 -1.07 0.65  0.23

---

# 8
Computed, not measured: a molecular structure, C28H21BF9N10NbO at a distorted geometry, with ωB97M-V/def2-TZVPD.

Computed properties:
M, u: 788.25
Kohn-Sham gap (alpha / beta), eV: 6.019 / 6.545
Total charge: +3
Calculated total energy, Eh: -2681.9135
F_max, Eh/bohr: 0.1195
E_HOMO (alpha / beta), eV: -16.33 / -16.87
Lowest unoccupied orbital energy (alpha / beta), eV: -10.312 / -10.328
2S+1: 2
<S²>: 0.788
ΔE to the lowest compared entry with this formula, charge and spin, kJ/mol: 0.0

Last column: Mulliken spin population.
Geometry (Å):
1 Nb -0.85 -0.24 -0.98  0.16
2 C 3.09 0.43 -3.11  0.00
3 C 1.69 0.55 -3.00  0.00
4 N 1.33 0.17 -1.73  0.01
5 N 2.53 -0.19 -1.08  0.00
6 C 3.58 -0.11 -1.93  0.00
7 B 2.52 -0.48 0.37  -0.01
8 N 1.55 0.58 0.88  0.00
9 C 1.67 1.95 1.46  0.00
10 C 0.80 2.93 0.92  0.01
11 C -0.50 2.58 0.46  0.00
12 N -0.95 1.30 0.30  -0.05
13 N 1.60 -1.75 0.54  0.00
14 C 1.97 -3.05 0.55  0.01
15 C 0.84 -3.83 0.21  0.00
16 C -0.16 -2.90 -0.10  0.01
17 N 0.32 -1.67 -0.06  -0.01
18 N 3.71 -0.62 1.31  0.00
19 C 5.06 -0.83 1.24  0.00
20 C 5.60 -0.90 2.53  0.00
21 C 4.55 -0.78 3.43  0.00
22 N 3.42 -0.53 2.72  0.00
23 H 3.56 0.72 -4.07  0.00
24 H 0.93 0.79 -3.74  0.00
25 H 4.61 -0.42 -1.73  0.00
26 H 2.74 2.25 1.57  0.00
27 H 1.06 3.98 0.87  0.00
28 H -1.24 3.37 0.24  0.00
29 H 3.00 -3.33 0.71  0.00
30 H 0.71 -4.87 0.25  0.00
31 H -1.16 -3.14 -0.34  -0.01
32 H 5.54 -0.87 0.24  0.00
33 H 6.66 -1.17 2.72  0.00
34 H 4.67 -0.88 4.52  0.00
35 C 1.79 -0.20 4.61  0.02
36 C 2.30 0.38 3.31  0.00
37 C 1.22 0.78 2.33  -0.02
38 C -0.19 0.34 2.54  -0.01
39 C -0.52 -0.19 3.76  0.03
40 C 0.47 -0.46 4.76  0.00
41 N -1.08 0.45 1.46  0.05
42 N -2.34 -0.01 1.78  0.62
43 C -3.16 -0.49 0.77  -0.07
44 C -4.56 -0.46 1.15  0.12
45 C -5.41 -1.13 0.31  -0.05
46 C -4.90 -1.91 -0.77  0.11
47 C -3.58 -1.94 -1.02  -0.02
48 C -2.66 -1.10 -0.37  0.08
49 H 2.57 -0.49 5.31  0.00
50 H 2.86 1.30 3.57  0.00
51 H 0.71 0.56 0.36  -0.02
52 H -1.57 -0.43 3.96  0.00
53 H 0.15 -0.91 5.69  0.00
54 H -4.88 0.11 2.02  0.00
55 H -6.48 -1.13 0.47  0.00
56 H -5.58 -2.48 -1.43  0.00
57 H -3.23 -2.62 -1.81  0.00
58 F -0.38 2.62 -2.94  0.00
59 C -1.39 2.39 -3.85  0.00
60 F -0.76 1.77 -4.88  0.00
61 F -1.87 3.52 -4.23  0.00
62 C -2.44 1.39 -3.30  -0.01
63 O -1.68 0.41 -2.53  0.03
64 C -3.44 2.10 -2.34  0.00
65 F -4.16 1.22 -1.57  0.00
66 F -4.32 2.95 -2.98  0.00
67 F -2.65 2.90 -1.51  0.00
68 C -3.20 0.66 -4.43  0.00
69 F -3.99 -0.31 -3.90  0.00
70 F -2.21 -0.01 -5.17  0.00
71 F -3.90 1.40 -5.28  0.00